1.
{"formula": "C28H32N4O4", "method": "ωB97M-V with the def2-TZVPD basis set", "e_tot_ha": -1606.231142, "smiles": "COCCNC(=O)[C@H](c1ccc(C)cc1)N(C(=O)CCC(=O)Nc1ccccn1)c1cccc(C)c1", "orbital_gap_ev": 9.5, "e_above_lowest_ev": 0.775, "fmax_ev_per_a": 0.6, "species": ["C", "C", "O", "H", "H", "H", "H", "H", "C", "C", "H", "C", "H", "O", "H", "C", "H", "H", "H", "H", "N", "C", "H", "C", "C", "C", "H", "O", "C", "C", "C", "C", "C", "H", "H", "C", "C", "N", "C", "C", "H", "C", "C", "C", "H", "N", "H", "O", "C", "H", "H", "H", "H", "H", "H", "N", "C", "H", "H", "C", "C", "H", "C", "C", "H", "H", "H", "H"], "positions_angstrom": [[5.115, 0.343, -0.366], [7.038, -0.396, 0.852], [2.612, -3.624, -0.795], [-2.259, 2.194, -3.818], [-0.935, 3.236, -3.319], [-3.947, 3.946, -1.507], [0.728, -1.744, -2.877], [3.641, -1.871, -0.339], [-6.966, -1.713, 1.479], [-3.311, 3.216, -1.029], [-2.498, -2.085, 2.693], [-1.701, 1.342, 0.201], [4.312, -3.406, 0.248], [1.054, -0.284, 1.752], [-3.356, -0.460, -1.160], [-0.736, -1.449, -0.850], [1.774, 3.638, 0.825], [6.701, -0.803, -1.230], [-0.334, 2.625, 1.879], [-2.955, 1.592, 1.918], [5.364, 0.892, 1.950], [1.927, -3.289, -1.977], [-7.186, -1.673, 2.544], [2.464, 1.761, 0.039], [-1.992, 3.026, -3.167], [-5.039, -1.012, 0.029], [-2.573, 3.896, -3.462], [2.430, 1.210, -1.039], [-1.452, 1.715, -1.111], [6.321, -0.332, -0.334], [0.582, 2.060, 1.704], [-2.761, 1.902, 0.903], [-2.258, 2.656, -1.741], [3.374, 2.054, 1.849], [4.459, -2.976, -1.476], [-3.686, -0.860, -0.216], [3.813, -2.923, -0.591], [0.601, -1.564, -0.833], [-4.563, -1.925, 2.179], [-5.499, -1.539, 1.228], [0.668, 2.842, -0.310], [1.382, -1.852, -2.009], [-2.754, -1.246, 0.739], [6.512, 0.241, 1.964], [-7.540, -0.943, 0.969], [3.491, 1.658, 0.925], [-4.897, -2.342, 3.119], [-1.418, -1.584, -1.845], [4.672, 0.933, 0.817], [-5.750, -0.709, -0.726], [-7.294, -2.682, 1.102], [2.576, -3.442, -2.855], [4.533, 0.425, -1.267], [1.099, -1.462, 0.042], [7.980, -0.917, 0.909], [-0.891, 0.339, 0.802], [-3.210, -1.781, 1.938], [-0.733, -1.654, 1.289], [-0.637, 1.253, -1.650], [-3.560, 2.843, 0.281], [0.274, 0.598, 1.422], [1.092, -3.993, -2.022], [1.349, 2.677, 0.526], [-1.275, -1.059, 0.544], [2.194, -1.123, -2.076], [-4.387, 3.282, 0.818], [7.030, 0.237, 2.914], [1.193, 2.085, 2.608]]}

***

2.
{"formula": "C28H32N6O4S", "method": "ωB97M-V with the def2-TZVPD basis set", "e_tot_ha": -2113.892219, "smiles": "Cc1c(/N=C2\\S[C@@H](CC(=O)Nc3ccccc3)C(=O)N2CCN2CCOCC2)c(=O)n(-c2ccccc2)n1C", "orbital_gap_ev": 8.2, "fmax_ev_per_a": 0.8, "species": ["C", "C", "N", "C", "C", "H", "H", "O", "C", "C", "H", "H", "H", "O", "C", "O", "H", "O", "C", "H", "C", "H", "H", "H", "C", "H", "H", "C", "C", "N", "C", "H", "N", "C", "C", "H", "N", "C", "C", "C", "H", "H", "C", "H", "H", "H", "C", "S", "H", "C", "C", "N", "N", "H", "C", "H", "H", "H", "H", "C", "C", "H", "C", "C", "H", "H", "C", "H", "H", "H", "H"], "positions_angstrom": [[-6.477, -1.207, -1.438], [-6.729, 3.320, 0.908], [0.531, -0.645, -1.449], [3.844, -1.898, 1.750], [1.929, 2.339, -0.331], [1.746, -2.211, -1.949], [-6.406, -0.986, -2.508], [-3.044, 1.636, -0.045], [1.173, -1.055, 1.573], [1.116, 1.664, -1.440], [-4.458, -2.916, -2.692], [-7.268, -0.597, -1.007], [-8.367, 3.345, 2.288], [3.807, 3.001, -1.649], [-5.874, 1.157, 0.331], [2.694, -0.105, -1.871], [1.756, 1.842, 0.625], [3.437, -0.676, 2.334], [0.761, -2.074, -1.499], [0.912, -3.816, -0.274], [2.991, -2.230, 0.528], [-4.503, -3.583, -1.057], [-0.325, -2.665, 0.268], [1.212, -0.183, 0.905], [-6.798, 0.564, 1.187], [3.276, -3.211, 0.142], [-0.005, -2.522, -2.135], [-3.991, -2.876, -1.708], [1.557, 0.233, -1.629], [-1.707, -0.949, -1.153], [3.412, 2.343, -0.712], [-6.694, 4.394, 0.807], [1.590, -2.282, 0.918], [7.707, 1.569, -1.055], [6.198, 0.804, 1.129], [8.034, 0.119, 1.975], [-4.952, 0.378, -0.383], [8.324, 0.969, 0.029], [7.562, 0.587, 1.122], [-4.051, -1.504, -1.147], [3.756, 1.080, 0.866], [-6.727, -2.259, -1.306], [2.097, -0.778, 2.758], [5.603, 0.511, 1.982], [3.759, -2.702, 2.495], [9.390, 0.800, 0.025], [6.341, 1.789, -1.061], [-0.671, 1.617, -1.040], [1.264, 2.218, -2.372], [-5.837, 2.541, 0.196], [-0.732, -0.142, -1.199], [4.191, 1.592, 0.106], [-5.235, -0.934, -0.754], [-2.948, -3.161, -1.800], [5.577, 1.406, 0.036], [5.865, 2.256, -1.905], [1.844, 0.174, 3.231], [-8.414, 0.891, 2.540], [1.600, 3.377, -0.247], [-7.667, 2.732, 1.741], [-7.696, 1.355, 1.880], [3.193, -1.474, -0.245], [0.694, -2.755, -0.112], [-3.018, -0.629, -0.934], [2.003, -1.587, 3.496], [0.146, -1.174, 1.925], [-3.582, 0.606, -0.420], [-6.798, -0.508, 1.324], [4.889, -1.774, 1.461], [8.294, 1.868, -1.911], [-5.098, 2.990, -0.447]]}

***

3.
{"formula": "C28H33AsCaN2S4", "method": "ωB97M-V with the def2-TZVPD basis set", "e_tot_ha": -5702.520688, "orbital_gap_ev": 6.0, "fmax_ev_per_a": 0.6, "species": ["H", "C", "H", "H", "H", "C", "C", "C", "C", "C", "C", "C", "C", "H", "C", "H", "S", "C", "C", "H", "C", "H", "C", "H", "C", "C", "H", "H", "H", "H", "H", "H", "C", "S", "H", "H", "C", "H", "H", "C", "Ca", "C", "C", "N", "H", "S", "H", "H", "H", "C", "C", "C", "H", "H", "C", "H", "C", "H", "H", "As", "C", "H", "N", "H", "H", "C", "H", "S", "H"], "positions_angstrom": [[-4.505, -2.419, 3.840], [3.517, 0.400, 1.434], [-3.113, -1.067, 2.192], [3.910, 0.559, 3.547], [3.182, 4.253, 1.510], [6.996, 0.756, -2.188], [3.648, -3.358, 1.997], [-1.806, -0.111, -0.297], [-4.494, 2.112, 4.976], [3.521, -1.075, 1.271], [7.260, -0.176, -3.182], [3.113, -2.869, -0.301], [3.217, -1.512, -0.025], [2.848, 3.039, -0.616], [-4.201, -2.917, 4.762], [-4.346, 0.072, 4.296], [-0.868, -1.598, -0.220], [-4.546, 1.060, 3.872], [-1.759, -2.589, 2.748], [8.244, -0.229, -3.629], [3.691, 1.092, 2.630], [3.972, -1.684, 3.290], [4.993, -0.963, -3.040], [-4.763, 3.086, 4.555], [4.733, -0.040, -2.031], [-3.157, 2.220, 5.707], [-2.758, 1.235, 5.959], [-3.893, 0.689, 1.834], [3.809, -4.083, 2.784], [-3.375, -4.633, 3.758], [6.455, -1.759, -4.388], [-3.894, -2.144, 5.472], [6.256, -1.036, -3.607], [-0.972, 1.429, -0.139], [3.697, 3.008, 3.580], [-5.083, -3.414, 5.169], [-1.745, -3.276, 4.111], [-0.760, -2.550, 2.317], [2.851, -3.208, -1.295], [5.734, 0.825, -1.609], [0.866, -0.073, 0.958], [-3.603, 1.293, 2.696], [3.336, -3.790, 0.711], [-2.199, 1.035, 3.005], [-0.975, -4.051, 4.077], [0.055, -0.209, 3.610], [3.249, -4.848, 0.504], [-2.383, -3.149, 2.049], [-2.908, -4.489, 5.439], [3.098, 2.495, 0.286], [3.576, 2.474, 2.646], [-3.070, -3.913, 4.524], [-3.271, 2.783, 6.635], [-3.655, 2.324, 2.346], [3.221, 1.112, 0.258], [4.209, -1.624, -3.391], [3.737, -2.007, 2.284], [5.543, 1.551, -0.829], [-1.600, 1.817, 3.214], [2.920, -0.044, -1.297], [-1.604, -0.150, 3.101], [-5.273, 1.868, 5.703], [-2.301, -1.233, 2.771], [-2.402, 2.739, 5.113], [7.775, 1.430, -1.857], [3.283, 3.176, 1.482], [-5.562, 1.029, 3.469], [-3.461, -0.186, -0.484], [-1.422, -2.553, 4.868]]}